DFT (the ωB97M-V functional and the def2-TZVPD basis) results for a cluster of 2 separate species, C5H15NSi in total.

XYZ file:
```
22
Properties=species:S:1:pos:R:3:forces:R:3
C -0.400 -2.380 0.252 -1.318 -2.601 0.234
C 1.447 0.857 -1.502 0.815 0.486 0.389
C -1.523 0.918 -1.326 0.111 2.100 2.367
C 0.195 -1.999 1.571 -1.288 1.981 0.245
C 0.287 -0.479 1.823 0.312 0.962 -1.454
N 0.119 2.962 0.000 -2.979 -1.767 -2.075
Si 0.061 1.272 -0.329 0.344 -2.092 0.920
H 0.110 -1.870 -0.556 0.381 -0.524 -0.309
H -0.419 -3.543 0.276 0.605 1.722 -0.931
H -1.453 -2.191 0.100 -0.482 0.609 0.332
H 1.221 1.245 -2.507 0.164 -0.221 0.322
H 2.469 1.110 -1.212 -0.135 1.046 0.107
H 1.645 -0.183 -1.498 -0.642 -1.555 -0.536
H -1.253 0.487 -2.230 0.334 -1.246 -1.577
H -2.257 0.374 -0.733 -0.082 0.028 -0.392
H -1.862 1.947 -1.573 -0.301 -0.564 0.137
H -0.341 -2.469 2.449 0.922 0.157 -0.996
H 1.194 -2.254 1.419 1.743 -1.272 0.680
H 1.287 -0.184 2.168 -0.206 -0.031 -0.201
H -0.390 -0.261 2.617 -0.767 0.952 0.278
H 0.693 3.363 0.632 2.383 1.454 2.384
H -0.831 3.278 0.157 0.088 0.375 0.076
```
Forces are in eV/Å.

Output
Energy above the lowest of the compared OMol25 structures with the same formula, charge and spin: 202.6 kJ/mol
Charge: 0
Gap between HOMO and LUMO: 8.5 eV